Record 1
{"formula": "C29H45As3N3O4PdS", "method": "ωB97M-V with the def2-TZVPD basis set", "species": ["Pd", "As", "As", "As", "S", "O", "O", "O", "O", "N", "N", "N", "C", "C", "C", "C", "C", "C", "C", "C", "C", "C", "C", "C", "C", "C", "C", "C", "C", "C", "C", "C", "C", "C", "C", "C", "C", "C", "C", "C", "C", "H", "H", "H", "H", "H", "H", "H", "H", "H", "H", "H", "H", "H", "H", "H", "H", "H", "H", "H", "H", "H", "H", "H", "H", "H", "H", "H", "H", "H", "H", "H", "H", "H", "H", "H", "H", "H", "H", "H", "H", "H", "H", "H", "H", "H"], "coordinates": [[0.007, -0.401, -0.512], [2.477, -0.803, -1.095], [3.393, -2.816, -5.511], [-0.125, 0.157, -2.883], [1.182, 0.939, 1.847], [0.875, 1.556, 0.554], [0.338, 1.184, 2.967], [-2.106, 0.565, 1.218], [-2.175, -0.086, -0.929], [-4.399, 1.695, 1.288], [1.030, -0.699, 1.401], [-0.573, -2.440, 0.129], [-0.713, -3.798, 2.111], [-1.245, -0.934, -3.983], [3.516, 0.368, -5.112], [6.825, 2.461, 3.232], [3.491, 2.246, 1.419], [2.218, -2.721, -1.174], [3.948, -3.987, -4.041], [2.046, -4.024, -6.241], [3.464, 0.707, 3.299], [2.080, -1.653, -4.559], [-1.026, 1.864, -2.847], [0.186, -2.908, 4.218], [-4.075, 1.001, -0.006], [3.358, -0.372, -2.766], [-1.840, -4.472, 0.108], [-1.364, -3.303, -0.493], [0.499, -1.652, 2.152], [3.982, -0.815, 0.105], [-0.446, -3.926, 3.509], [5.440, 2.030, 2.844], [2.581, -0.276, -4.075], [-2.652, 0.455, 0.123], [4.759, 1.069, 3.601], [-1.500, -4.730, 1.411], [4.788, 2.604, 1.754], [1.416, 0.691, -3.898], [0.631, -1.779, 3.568], [-0.257, -2.672, 1.426], [2.835, 1.295, 2.199], [3.862, 0.578, -2.568], [-1.293, -0.427, -4.946], [2.560, -4.895, -6.643], [4.627, -3.472, -3.358], [7.422, 1.617, 3.575], [-0.657, 2.464, -2.017], [-4.464, 2.708, 1.188], [-2.475, -5.144, -0.453], [3.078, 0.315, -6.110], [-0.817, 2.373, -3.787], [4.479, -0.140, -5.157], [-0.786, -4.816, 4.026], [0.326, -3.004, 5.286], [4.126, -1.149, -2.813], [3.102, -4.407, -3.494], [-4.773, 0.183, -0.165], [2.198, -3.094, -0.150], [4.565, -1.656, -0.270], [3.694, 1.418, -4.868], [-3.585, 1.472, 1.897], [2.987, 2.717, 0.587], [3.678, -0.981, 1.132], [5.251, 0.619, 4.454], [-4.158, 1.696, -0.837], [1.092, -0.978, 4.126], [1.625, -2.217, -3.736], [0.994, 0.949, -4.873], [1.304, -1.495, -5.313], [4.533, 0.119, 0.032], [-1.627, -3.062, -1.515], [1.288, -2.984, -1.664], [1.738, 1.623, -3.423], [-1.852, -5.624, 1.913], [-0.845, -1.936, -4.102], [4.502, -4.812, -4.489], [2.955, -0.014, 3.924], [5.298, 3.358, 1.167], [3.061, -3.163, -1.698], [1.330, -4.357, -5.488], [-5.263, 1.366, 1.717], [1.519, -3.530, -7.057], [-2.091, 1.696, -2.738], [7.340, 2.952, 2.409], [6.768, 3.173, 4.059], [-2.232, -0.972, -3.527]], "mulliken_charge": [0.64, 1.49, 0.34, 1.40, 1.28, -0.70, -0.69, -0.68, -0.62, -0.16, -0.13, 0.70, 0.57, -1.52, -2.28, -1.47, -0.30, -1.75, -1.09, -1.17, -0.09, -1.05, -1.30, -1.26, -0.77, -2.06, -1.13, -0.35, 0.49, -1.26, -0.69, 0.79, 2.22, 0.70, -1.08, -0.67, -0.98, -1.85, -1.03, 0.41, 0.53, 0.65, 0.50, 0.43, 0.27, 0.40, 0.31, 0.37, 0.49, 0.46, 0.60, 0.55, 0.49, 0.47, 0.74, 0.28, 0.31, 0.63, 0.67, 0.51, 0.30, 0.52, 0.32, 0.47, 0.30, 0.57, -0.23, 0.68, 0.74, 0.42, 0.44, 0.28, 0.56, 0.49, 0.34, 0.51, 0.14, 0.43, 0.60, 0.32, 0.37, 0.35, 0.30, 0.39, 0.33, 0.49], "max_force_ev_per_a": 2.40, "total_energy_ev": -240267.5709, "relative_energy_kcal_mol": 7.3, "e_homo_ha": [-0.5497, -0.5497], "charge": 3, "orbital_gap_ev": [3.7, 3.7], "spin_multiplicity": 1}

=====

Record 2
{"formula": "C29H45F12N4O6PS", "method": "ωB97M-V with the def2-TZVPD basis set", "species": ["S", "P", "F", "F", "F", "F", "F", "F", "F", "F", "F", "F", "F", "F", "O", "O", "O", "O", "O", "O", "N", "N", "N", "N", "C", "C", "C", "C", "C", "C", "C", "C", "C", "C", "C", "C", "C", "C", "C", "C", "C", "C", "C", "C", "C", "C", "C", "C", "C", "C", "C", "C", "C", "H", "H", "H", "H", "H", "H", "H", "H", "H", "H", "H", "H", "H", "H", "H", "H", "H", "H", "H", "H", "H", "H", "H", "H", "H", "H", "H", "H", "H", "H", "H", "H", "H", "H", "H", "H", "H", "H", "H", "H", "H", "H", "H", "H", "H"], "coordinates": [[-2.058, 5.381, 4.321], [-1.708, -0.414, -4.295], [-3.323, 4.713, 4.968], [-0.803, 7.565, 3.599], [-2.062, 4.222, 3.218], [-3.018, 6.254, 3.413], [-3.939, 0.468, 2.778], [0.541, 5.977, 4.292], [0.588, 6.893, 1.622], [-2.093, 6.480, 5.457], [-1.145, 4.466, 5.236], [-1.336, 5.944, 1.304], [-2.915, -1.064, 1.597], [-2.173, -0.544, 3.588], [-1.676, -1.979, -4.050], [0.868, -1.063, -3.419], [4.496, -4.066, 2.853], [-3.294, -0.147, -4.156], [-2.937, 3.076, -1.966], [1.375, -3.526, -3.291], [-1.279, 1.818, -2.955], [-3.703, -2.874, -1.459], [-1.037, 0.137, -5.573], [-0.437, -0.779, -0.517], [6.134, -5.354, 4.000], [-2.388, 1.658, 0.566], [4.854, -4.560, 3.896], [-2.660, -0.710, -1.346], [-4.894, -2.292, -1.442], [-1.822, 1.031, 1.856], [-1.318, 0.059, -1.305], [1.002, -0.888, -0.434], [-3.915, -0.129, -1.358], [0.949, 4.302, 0.413], [0.617, 0.295, -3.193], [0.536, 4.570, 1.861], [1.721, -4.865, -1.301], [2.539, -2.799, -3.606], [-0.863, 0.401, -2.818], [4.044, -4.416, 5.162], [-2.057, 2.243, -1.898], [-5.046, -0.923, -1.391], [-2.714, -0.025, 2.451], [2.877, -1.937, 0.879], [2.193, -1.317, -3.829], [-0.543, 6.246, 3.528], [1.388, -1.594, 0.859], [1.649, -4.831, -2.818], [-0.187, 3.706, -0.431], [-2.626, -2.103, -1.401], [-0.205, 5.872, 2.041], [-0.157, 2.175, -0.391], [-1.521, 1.493, -0.689], [3.151, -3.830, 4.964], [-1.716, 1.790, 2.633], [-4.042, 0.944, -1.366], [5.917, -6.369, 4.338], [-5.759, -2.944, -1.481], [3.760, -5.401, 5.538], [-2.546, -2.394, -4.096], [0.845, -5.473, -3.177], [2.875, -0.702, -3.229], [-3.407, 1.317, 0.423], [-1.672, -2.608, -1.434], [3.080, -2.902, 0.415], [-3.534, 0.755, -4.395], [2.989, -3.209, -4.516], [3.267, -1.990, 1.892], [4.641, -3.928, 5.934], [1.348, 5.203, -0.051], [-2.480, 2.732, 0.730], [3.260, -2.881, -2.783], [6.799, -4.897, 4.734], [-6.034, -0.485, -1.395], [-0.098, 4.059, -1.458], [1.407, 4.611, 2.514], [2.297, -1.043, -4.883], [0.775, 0.899, -4.090], [-1.143, 4.071, -0.057], [-0.930, -1.246, 0.223], [0.795, -2.506, 0.958], [1.728, -5.899, -0.952], [0.194, 1.861, 0.594], [1.156, -0.942, 1.706], [-1.665, 0.527, -6.263], [-1.544, 2.127, -3.882], [1.273, 0.677, -2.406], [1.405, -1.472, -1.267], [1.515, 0.079, -0.441], [-0.841, 0.580, 1.722], [3.454, -1.179, 0.344], [1.780, 3.593, 0.445], [0.846, -4.369, -0.880], [2.626, -4.389, -0.921], [0.593, 1.838, -1.097], [6.626, -5.389, 3.032], [2.580, -5.214, -3.252], [-0.088, 3.749, 2.212]], "mulliken_charge": [1.35, 0.79, -0.31, -0.27, -0.23, -0.30, -0.30, -0.28, -0.36, -0.32, -0.32, -0.27, -0.19, -0.32, -0.48, -0.02, -0.47, -0.55, -0.67, -0.30, 0.08, -0.68, -0.96, 0.50, -1.13, -1.22, 0.78, 0.58, -0.65, -0.24, 0.75, 0.78, -0.04, -1.40, -2.52, -0.50, -0.85, -0.63, 1.46, -1.05, -1.42, -1.10, 0.62, -1.20, -0.74, 0.52, -0.82, -0.47, -1.03, -0.83, 0.77, -1.26, 1.80, 0.25, 0.13, 0.54, 0.34, 0.40, 0.32, 0.38, 0.33, 0.28, 1.01, 1.09, 0.04, 0.37, 0.41, 0.45, 0.33, 0.41, 0.60, 0.38, 0.33, 0.47, 0.68, 0.61, 0.47, 0.60, 0.56, 0.77, 0.48, 0.48, 0.34, 0.27, 0.26, 0.59, 0.39, -0.54, -0.06, -0.36, 0.31, 0.46, 0.10, 0.13, -0.19, 0.28, 0.39, 0.04], "max_force_ev_per_a": 0.72, "total_energy_ev": -101782.2693, "e_homo_ha": -0.3075, "charge": 0, "smiles": "CCCN[C@@]1(c2cccnc2)[C@](CCCCC(F)(F)C(F)(F)S(F)(F)(F)(F)F)(CCC(F)(F)F)C(=O)N[C@]1(COCCOCC)P(=N)(O)O.CC(C)=O", "orbital_gap_ev": 8.8, "spin_multiplicity": 1}

=====

Record 3
{"formula": "C29H45FP2Pt", "method": "ωB97M-V with the def2-TZVPD basis set", "species": ["Pt", "P", "P", "F", "C", "C", "C", "C", "C", "C", "C", "C", "C", "C", "C", "C", "C", "C", "C", "C", "C", "C", "C", "C", "C", "C", "C", "C", "C", "C", "C", "C", "C", "H", "H", "H", "H", "H", "H", "H", "H", "H", "H", "H", "H", "H", "H", "H", "H", "H", "H", "H", "H", "H", "H", "H", "H", "H", "H", "H", "H", "H", "H", "H", "H", "H", "H", "H", "H", "H", "H", "H", "H", "H", "H", "H", "H", "H"], "coordinates": [[0.490, -0.628, 1.775], [-0.580, 4.365, -0.355], [-1.236, 2.699, -2.824], [-4.510, -3.017, 4.431], [0.775, -4.904, 1.336], [3.171, -0.507, 2.413], [-1.342, -1.481, 2.309], [1.072, 0.673, -1.565], [-1.805, 4.078, -1.738], [2.804, -4.294, -0.933], [-0.206, -1.621, -1.976], [-1.934, -0.726, 3.321], [1.450, -2.506, 2.132], [-2.982, -1.251, 4.069], [-1.919, -2.675, 1.870], [4.121, -1.523, -0.382], [-1.604, 0.954, 0.062], [-2.771, 2.380, -3.758], [2.955, -2.069, 0.354], [0.457, 5.599, -1.234], [0.966, -0.715, -2.218], [-0.256, 3.506, -4.119], [1.432, -3.592, 1.137], [2.361, -3.322, 0.128], [-3.525, -2.453, 3.656], [2.439, -1.498, 1.586], [-0.196, 1.127, 0.623], [-1.898, 0.085, -1.193], [1.005, 0.924, -0.110], [1.218, -2.735, 3.584], [-1.650, 5.593, 0.485], [-1.368, -1.295, -1.403], [-3.047, -3.152, 2.558], [0.072, 2.738, -4.827], [-1.877, 1.976, -0.219], [-1.922, 4.976, -2.365], [0.289, -3.307, 3.729], [-3.539, -4.068, 2.261], [3.963, -0.995, 2.996], [1.179, 5.130, -1.907], [2.450, -0.036, 3.099], [-3.361, -0.698, 4.930], [2.059, -3.279, 4.032], [-1.653, 0.702, -2.081], [0.481, -5.327, 0.357], [3.678, -4.875, -0.617], [4.077, -0.430, -0.383], [-1.508, 0.244, 3.546], [-2.775, 3.782, -1.299], [4.152, -1.881, -1.420], [0.028, -2.666, -2.169], [1.031, -0.501, -3.316], [1.875, -1.287, -1.983], [1.046, 6.133, -0.481], [-2.633, 1.508, -4.410], [-0.108, -4.821, 1.976], [3.593, 0.288, 1.783], [-3.603, 2.138, -3.084], [1.441, -5.653, 1.789], [2.079, 1.045, -1.827], [1.097, -1.760, 4.081], [-0.127, 2.008, 1.324], [1.878, 1.461, 0.292], [0.654, 3.967, -3.723], [-1.540, -3.181, 0.993], [0.376, 1.357, -2.097], [-0.157, 6.313, -1.793], [3.085, -3.762, -1.840], [-2.992, -0.003, -1.155], [-2.276, 0.695, 0.897], [-0.865, 4.247, -4.645], [-1.082, 6.042, 1.308], [-3.030, 3.256, -4.361], [2.008, -4.994, -1.171], [-1.991, -2.111, -1.024], [-2.515, 5.076, 0.920], [-1.993, 6.355, -0.225], [5.068, -1.822, 0.090]], "mulliken_spin": [0.77, 0.02, 0.55, 0.00, -0.03, -0.11, 0.35, 0.02, 0.07, 0.02, 0.02, -0.04, 0.47, 0.01, 0.04, 0.00, 0.02, 0.05, 0.23, 0.00, 0.03, 0.05, 0.24, 0.18, 0.02, 0.37, 0.05, 0.04, 0.15, -0.05, 0.00, 0.02, 0.01, 0.00, -0.02, 0.01, 0.00, 0.00, 0.03, 0.00, 0.02, 0.00, 0.04, 0.01, 0.01, 0.01, 0.00, 0.01, 0.01, 0.00, 0.00, 0.00, -0.01, 0.00, 0.00, 0.00, 0.01, 0.00, 0.03, 0.01, 0.01, 0.03, 0.00, 0.00, 0.01, 0.13, 0.00, 0.00, 0.00, 0.00, 0.02, 0.00, 0.02, 0.00, 0.00, 0.00, 0.00, 0.02], "max_force_ev_per_a": 3.85, "total_energy_ev": -55323.3771, "relative_energy_kcal_mol": 0.0, "e_homo_ha": [-0.4560, -0.4991], "charge": 2, "orbital_gap_ev": [7.3, 4.4], "spin_multiplicity": 5}

=====

Record 4
{"formula": "C29H46AlBrCl2N9O11P2", "method": "ωB97M-V with the def2-TZVPD basis set", "species": ["Br", "Cl", "Cl", "P", "P", "Al", "O", "O", "O", "O", "O", "O", "O", "O", "O", "O", "O", "N", "N", "N", "N", "N", "N", "N", "N", "N", "C", "C", "C", "C", "C", "C", "C", "C", "C", "C", "C", "C", "C", "C", "C", "C", "C", "C", "C", "C", "C", "C", "C", "C", "C", "C", "C", "C", "C", "H", "H", "H", "H", "H", "H", "H", "H", "H", "H", "H", "H", "H", "H", "H", "H", "H", "H", "H", "H", "H", "H", "H", "H", "H", "H", "H", "H", "H", "H", "H", "H", "H", "H", "H", "H", "H", "H", "H", "H", "H", "H", "H", "H", "H", "H"], "coordinates": [[-4.655, -2.648, 4.952], [-1.550, -2.092, 4.964], [-0.253, -3.566, -3.082], [-3.644, -3.563, -5.538], [-2.838, -3.830, 1.748], [-5.030, -1.590, -2.998], [4.339, 0.133, -0.402], [-0.634, 3.990, 7.414], [4.656, -2.256, 1.162], [6.474, 0.376, -0.849], [-2.324, -2.958, -5.063], [3.462, -2.091, 2.957], [-3.427, -4.896, -6.244], [2.569, -2.834, 1.135], [-4.558, -3.694, -4.316], [-2.836, 4.138, 6.950], [-4.336, -2.642, -6.537], [-3.509, 1.611, -2.669], [-4.540, -1.680, 2.414], [-4.144, -4.536, 1.268], [-5.239, 1.191, -4.388], [8.578, 4.873, -1.641], [-3.938, -0.488, -3.472], [3.586, -2.402, 1.750], [-0.145, 1.567, 0.760], [-1.598, -1.453, 2.419], [-1.648, -2.106, -0.007], [-3.960, -1.320, 3.696], [1.507, 0.442, 2.127], [-2.088, 2.254, 8.180], [7.872, 0.629, -2.827], [8.499, 4.838, -3.005], [9.640, 5.401, -3.508], [10.442, 5.790, -2.399], [0.618, -0.526, 2.529], [-2.477, -2.014, 1.285], [-2.029, -3.171, -1.056], [-1.817, 3.602, 7.455], [-2.189, 0.253, 4.113], [7.659, -0.068, -1.498], [1.083, 1.448, 1.286], [-4.518, 2.173, -1.749], [-2.374, -1.100, 3.717], [-3.741, -1.186, 1.290], [-4.424, 1.350, -0.464], [5.253, -0.164, -1.104], [-0.630, -0.397, 1.989], [9.759, 5.448, -1.263], [-4.599, -1.179, 0.045], [-2.058, 1.386, 4.461], [-1.667, -2.712, -2.472], [-4.237, -0.103, -0.959], [-0.987, 0.617, 1.132], [5.073, -1.065, -2.304], [-4.215, 0.761, -3.548], [-2.716, -3.884, 3.144], [-1.667, -4.433, 1.269], [10.012, 5.564, -0.224], [-1.435, -1.657, -2.515], [-2.869, 2.259, -3.109], [-3.242, -0.177, -1.368], [7.876, 4.528, -1.013], [-2.792, 2.371, 9.005], [-2.079, 2.446, 4.536], [4.302, -1.787, -2.051], [2.532, 0.400, 2.437], [4.740, -0.464, -3.149], [-4.385, -0.407, 4.066], [-5.089, 2.169, -4.607], [-4.766, -3.926, 0.763], [8.819, 0.324, -3.275], [-3.580, 1.686, 0.120], [-3.139, -0.566, -2.842], [11.408, 6.264, -2.434], [-0.986, -2.222, 2.694], [7.072, 0.407, -3.532], [0.885, -1.347, 3.168], [-2.453, -2.923, -3.185], [1.793, 2.203, 1.009], [-3.539, -0.144, 1.518], [-5.357, 1.524, 0.051], [-1.412, -4.037, -0.892], [7.666, -1.154, -1.596], [-4.410, 3.238, -1.635], [5.965, -1.619, -2.588], [-2.539, 1.574, 7.450], [-4.678, -2.144, -0.441], [-1.549, -1.149, -0.490], [-5.448, -1.237, 2.397], [-5.604, -0.946, 0.375], [-0.644, -2.355, 0.318], [-1.979, 0.652, 0.731], [-4.927, -0.200, -1.833], [-3.057, -3.502, -1.020], [-6.149, 1.128, -3.945], [7.640, 4.416, -3.498], [-5.491, 1.965, -2.163], [7.889, 1.710, -2.683], [8.467, 0.188, -0.814], [9.875, 5.521, -4.552], [-1.173, 1.806, 8.568]], "mulliken_charge": [-0.05, -0.08, -0.18, 0.93, 0.49, -0.38, -0.54, -0.72, -0.64, -0.38, -0.38, -0.67, -0.44, -0.63, -0.40, -0.74, -0.42, -0.16, -0.21, -0.88, -0.39, 0.03, 0.25, 1.01, -0.71, 0.32, -1.69, -0.99, -0.94, -0.61, -0.75, -0.54, -0.39, -0.40, -0.95, 0.77, -1.15, 0.56, -2.75, -0.48, -0.57, -1.00, 2.46, -1.37, -0.79, 0.84, -0.29, -0.51, -1.36, 0.57, 0.42, -0.13, 0.11, -1.03, -0.24, 0.09, 0.13, 0.37, 0.31, 0.30, 0.80, 0.22, 0.28, 0.54, 0.29, 0.52, 0.28, 0.74, 0.37, 0.36, 0.37, 0.48, -0.09, 0.38, 1.14, 0.28, 0.66, -0.74, 0.49, 0.77, 0.41, 0.97, 0.35, 0.47, 0.33, 0.02, -0.18, 0.51, 0.46, 0.74, 0.88, 0.22, 1.16, 0.35, 0.30, 0.42, 0.33, 0.11, 0.33, 0.41, 0.25], "max_force_ev_per_a": 10.78, "total_energy_ev": -186999.8563, "e_homo_ha": -0.1739, "charge": -1, "orbital_gap_ev": 1.6, "spin_multiplicity": 1}